No. 1
The molecule C4H11N3O in a non-equilibrium geometry. Source: the Open Molecules 2025 dataset; level of theory: wB97M-V/def2-TZVPD.

Last column: Löwdin charge in e.
Positions of all 19 atoms, in Å:
O (-1.03905, -0.90255, -1.32023)  -0.034
C (0.09288, -1.14848, -0.47946)  -0.465
N (-0.12746, -1.42649, 0.81676)  0.121
C (-1.47441, -1.41733, 1.27987)  -0.289
N (-1.65914, -0.20044, 2.13363)  0.026
C (0.97406, 0.13030, -0.44110)  -0.296
N (1.08766, 0.76945, -1.59799)  -0.022
C (1.46824, 2.13073, -1.47078)  -0.146
H (0.62700, -1.97689, -0.98102)  0.168
H (-1.59375, -2.30904, 1.90360)  0.124
H (-2.21348, -1.32709, 0.49732)  0.098
H (-1.99723, -0.44905, 3.05793)  0.058
H (-0.71619, 0.14535, 2.28738)  0.046
H (1.91866, -0.15486, 0.05197)  0.157
H (0.53404, 0.75010, 0.39003)  0.137
H (-0.64973, -0.22588, -1.90528)  0.075
H (2.33570, 2.23200, -0.83194)  0.077
H (1.72499, 2.61366, -2.39654)  0.069
H (0.70721, 2.76651, -0.99415)  0.095

Force components x, y, z for each atom (eV/Å):
O 0.643 0.353 0.511
C -1.119 -1.625 -1.737
N -0.294 0.424 0.423
C -0.301 0.845 0.581
N 0.546 -0.252 0.155
C 1.220 0.684 1.762
N 0.048 -0.222 -1.291
C -0.474 0.760 0.437
H 0.638 0.276 0.065
H -0.149 -0.120 -0.204
H -0.095 -0.484 -0.250
H -0.106 -0.110 -0.057
H -0.091 0.255 0.098
H -0.096 -0.665 -0.179
H 0.007 0.336 0.250
H -0.513 -0.131 -0.342
H 0.485 -0.051 0.412
H -0.118 -0.149 -0.664
H -0.231 -0.124 0.029

Calculated values
Gap between HOMO and LUMO in eV: 5.258
E_LUMO in eV: -2.47
Relative energy (zero: lowest compared OMol25 entry of this formula, charge and spin) in kcal per mole: 157.4
DFT total energy in hartree: -398.3034



No. 2
The molecule C4H11N3O in a non-equilibrium geometry. Source: the Open Molecules 2025 dataset; level of theory: wB97M-V/def2-TZVPD.

Last column: Löwdin charge in e.
Positions of all 19 atoms, in Å:
O (0.72356, -1.72026, 1.65440)  0.054
C (-0.27599, -1.58929, 0.97635)  -0.527
N (-1.38196, -2.35156, 1.13945)  0.175
C (-0.32823, -0.55778, -0.14938)  -0.330
C (0.63977, -0.96338, -1.28281)  -0.031
N (0.00011, 0.70156, 0.47628)  -0.045
C (-0.17723, 1.91276, -0.28502)  -0.335
N (0.77257, 2.95083, 0.03680)  0.008
H (-2.21646, -2.20715, 0.59240)  0.102
H (-1.38283, -3.06502, 1.84749)  0.109
H (-1.34745, -0.44902, -0.52880)  0.134
H (0.16405, -1.28114, -2.19878)  0.068
H (1.34572, -0.13812, -1.41581)  0.077
H (1.27105, -1.79795, -0.96515)  0.078
H (0.84861, 0.68450, 1.02674)  0.114
H (-1.17258, 2.33501, -0.19783)  0.105
H (-0.06853, 1.69994, -1.36321)  0.113
H (0.91580, 3.05968, 1.03122)  0.066
H (1.67003, 2.77639, -0.39433)  0.064

Force components x, y, z for each atom (eV/Å):
O -0.020 -0.008 0.029
C -0.006 0.004 -0.220
N -0.332 -0.083 -0.142
C 0.096 0.191 0.113
C 0.634 -0.225 0.630
N -0.318 0.140 0.783
C 0.511 0.062 -0.906
N 0.166 0.156 -0.161
H 0.237 -0.003 0.130
H 0.027 0.015 0.054
H -0.038 -0.193 -0.042
H -0.176 0.254 -0.326
H -0.262 -0.053 -0.471
H -0.102 0.003 0.098
H 0.010 -0.177 -0.234
H -0.396 -0.124 0.395
H 0.074 0.088 0.104
H -0.143 0.006 0.083
H 0.038 -0.053 0.084

Calculated values
SMILES string: C[C@H](NCN)C(N)=O
Gap between HOMO and LUMO in eV: 9.486
E_LUMO in eV: 0.91
Relative energy (zero: lowest compared OMol25 entry of this formula, charge and spin) in kcal per mole: 19.2
DFT total energy in hartree: -398.5236



No. 3
A cluster of 2 separate species, C4H11N3O2 in total. Source: the Open Molecules 2025 dataset; level of theory: wB97M-V/def2-TZVPD.

Last column: Löwdin charge in e.
Positions of all 20 atoms, in Å:
C (0.19201, 1.07001, -0.68244)  -0.164
C (-0.76576, 1.23091, -1.84859)  -0.162
C (1.62257, -0.63968, -0.16543)  -0.284
O (2.68073, -0.24858, 0.25569)  0.044
H (1.38167, -1.06746, -1.13783)  0.144
H (-0.04200, 1.69309, 0.18169)  0.060
H (1.19500, 1.34913, -1.00574)  0.062
H (-1.81148, 1.15364, -1.54132)  0.058
H (-0.60070, 0.44686, -2.59244)  0.069
H (-0.64101, 2.19776, -2.34747)  0.065
N (0.56947, -1.13356, 0.85832)  -0.064
C (-0.70800, -0.74429, 0.04591)  -0.638
N (0.75878, -0.45058, 2.09576)  0.106
N (-1.69448, -0.26498, 0.91340)  0.135
O (-0.93530, -1.52462, -0.86918)  0.008
H (0.59381, -2.15958, 0.94816)  0.184
H (0.45293, -1.05354, 2.84863)  0.104
H (1.75716, -0.25214, 2.16642)  0.093
H (-2.57240, -0.15215, 0.42685)  0.102
H (-1.43299, 0.54977, 1.44960)  0.079

Force components x, y, z for each atom (eV/Å):
C -0.128 -0.529 0.229
C 0.016 0.035 0.024
C 0.038 -0.042 0.336
O -0.497 -0.087 -0.073
H -0.082 0.044 -0.018
H -0.033 0.059 -0.019
H 0.015 -0.005 -0.006
H 0.024 -0.004 0.002
H 0.004 0.018 0.020
H -0.015 -0.059 0.026
N 0.055 0.190 -0.100
C 0.331 0.208 -0.086
N -0.059 -0.076 -0.304
N 0.107 0.024 -0.042
O 0.150 0.162 0.187
H 0.004 0.144 -0.031
H 0.031 0.002 -0.036
H -0.029 -0.041 -0.046
H 0.045 -0.016 -0.008
H 0.022 -0.025 -0.056

Calculated values
Gap between HOMO and LUMO in eV: 8.349
E_LUMO in eV: 0.55
Relative energy (zero: lowest compared OMol25 entry of this formula, charge and spin) in kcal per mole: 110.4
DFT total energy in hartree: -473.6268



No. 4
A cluster of 2 separate species, C4H11N3O2 in total in a non-equilibrium geometry. Source: the Open Molecules 2025 dataset; level of theory: wB97M-V/def2-TZVPD.

Last column: Löwdin charge in e.
Positions of all 20 atoms, in Å:
C (-2.66344, 0.45676, 2.61637)  0.001
C (-1.95372, 0.32800, 1.29536)  -0.546
O (-1.77726, 1.05774, 0.37540)  0.108
O (-1.84068, -1.05747, 1.11980)  0.017
H (-2.39137, 1.40024, 3.09604)  0.090
H (-2.65621, -0.49416, 3.13840)  0.083
H (-3.73001, 0.62818, 2.47064)  0.088
C (1.74897, -0.74043, 0.77108)  -0.139
C (1.56607, -0.06943, -1.54146)  -0.558
N (0.72615, 0.24764, -2.58189)  0.113
N (1.06852, -0.62513, -0.50787)  -0.007
N (2.88807, 0.30178, -1.76033)  0.129
H (1.12155, 0.77205, -3.34566)  0.080
H (-0.05194, -0.32646, -2.85641)  0.093
H (-1.30090, -1.28119, 0.33818)  0.092
H (3.44016, -0.06638, -0.99502)  0.077
H (3.26498, 1.06766, -2.27081)  0.084
H (1.01535, -0.38324, 1.48803)  0.060
H (2.59036, -0.03480, 0.90411)  0.065
H (2.16016, -1.73960, 0.87748)  0.073

Force components x, y, z for each atom (eV/Å):
C -0.458 1.288 -0.145
C -1.733 -3.208 -0.905
O 0.566 1.239 0.421
O 0.804 0.427 0.206
H 0.471 -0.554 0.567
H 0.695 0.401 0.520
H -0.123 -0.021 -0.733
C 0.487 0.984 -1.168
C -0.619 0.493 -0.188
N 0.013 0.551 -1.099
N 0.056 -0.155 -0.173
N 0.094 -1.557 1.754
H 0.075 -0.311 -0.008
H -0.017 -0.037 0.599
H -0.071 0.551 -0.014
H 0.372 0.607 -0.382
H -0.325 0.408 -0.259
H 0.044 -0.790 0.566
H 0.010 -0.098 -0.221
H -0.341 -0.218 0.662

Calculated values
SMILES string: CN=C(N)N.CC(=O)O
Gap between HOMO and LUMO in eV: 9.405
E_LUMO in eV: 0.87
Relative energy (zero: lowest compared OMol25 entry of this formula, charge and spin) in kcal per mole: 31.8
DFT total energy in hartree: -473.7521



No. 5
A cluster of 2 separate species, C4H11N3O2 in total in a non-equilibrium geometry. Source: the Open Molecules 2025 dataset; level of theory: wB97M-V/def2-TZVPD.

Last column: Löwdin charge in e.
Positions of all 20 atoms, in Å:
C (-1.27692, 0.21572, -1.77744)  -0.128
C (-1.26207, 0.68830, 0.53523)  -0.563
N (-1.05745, 0.30164, 1.85188)  0.132
N (-1.01284, -0.13229, -0.39055)  0.011
N (-1.91841, 1.95651, 0.48310)  0.104
H (-0.98080, 1.00839, 2.55363)  0.089
H (-0.39195, -0.45306, 1.80043)  0.058
H (1.09899, 0.99435, 0.09945)  0.110
H (-1.72111, 2.44968, -0.37485)  0.064
H (-2.87361, 1.92011, 0.77962)  0.083
H (-0.51783, -0.19620, -2.45173)  0.066
H (-1.29101, 1.27671, -2.02812)  0.061
H (-2.16858, -0.36242, -2.02661)  0.078
C (2.43342, -1.82787, -0.25766)  0.007
C (1.93822, -0.79635, 0.67366)  -0.580
O (1.70022, -0.94904, 1.83842)  0.090
O (1.89942, 0.41979, 0.04862)  0.045
H (2.14905, -1.62093, -1.28022)  0.082
H (1.81287, -2.68901, 0.04410)  0.100
H (3.44038, -2.20404, -0.12095)  0.092

Force components x, y, z for each atom (eV/Å):
C 0.188 -0.976 0.091
C -1.779 0.690 1.628
N -0.128 -0.619 -1.492
N 1.260 0.392 -0.845
N 1.471 -0.154 -0.441
H 0.328 0.178 0.053
H 0.123 -0.156 1.117
H 0.735 -1.082 0.731
H -0.680 -0.010 0.013
H -0.318 0.127 -0.090
H 0.210 -0.090 0.401
H -0.583 0.084 0.108
H -0.378 0.646 -0.429
C -1.291 -1.911 0.156
C 0.594 1.651 0.081
O -0.364 -0.163 -0.022
O -0.362 0.608 -0.656
H 0.454 0.247 -0.171
H 0.215 -0.021 -0.235
H 0.305 0.560 0.003

Calculated values
SMILES string: CN=C(N)N.CC(=O)O
Gap between HOMO and LUMO in eV: 9.632
E_LUMO in eV: 0.68
Relative energy (zero: lowest compared OMol25 entry of this formula, charge and spin) in kcal per mole: 31.6
DFT total energy in hartree: -473.7524



No. 6
A structure of composition C4H11N3O2 in a non-equilibrium geometry. Source: the Open Molecules 2025 dataset; level of theory: wB97M-V/def2-TZVPD.

Last column: Löwdin charge in e.
Positions of all 20 atoms, in Å:
C (0.80777, 0.25829, -0.46317)  -0.036
C (-1.68588, 1.25647, -1.14442)  -0.111
C (2.20488, 0.72894, -0.31446)  -0.044
N (-0.90827, 1.24574, 0.09092)  -0.111
N (-0.60566, -1.57023, 0.36370)  -0.088
C (0.17967, -0.27599, 0.72976)  -0.552
N (0.14535, -2.73186, 0.51948)  -0.019
O (-1.87766, 1.00435, 1.09847)  -0.051
O (0.39834, -0.04522, 1.93281)  0.001
H (-1.33891, 1.11784, 1.91080)  0.105
H (-1.40049, -1.52787, 1.00523)  0.101
H (0.52247, -0.17626, -1.41660)  0.126
H (0.56650, -2.98789, -0.36866)  0.068
H (0.87402, -2.60680, 1.22628)  0.078
H (-2.46045, 2.02524, -1.08048)  0.085
H (-1.04274, 1.56899, -1.96932)  0.080
H (-2.12770, 0.27672, -1.36278)  0.086
H (2.53753, 1.34190, -1.15392)  0.079
H (2.34176, 1.24376, 0.64339)  0.094
H (2.86950, -0.14613, -0.24704)  0.107

Force components x, y, z for each atom (eV/Å):
C -0.490 -1.461 2.027
C 0.222 -0.279 -0.205
C -0.153 1.467 0.120
N -0.247 2.664 -1.058
N -0.666 3.218 0.154
C 0.597 -4.090 0.153
N 0.686 -0.353 0.385
O 1.151 -0.567 -0.014
O -0.033 0.287 -1.713
H -0.357 -0.071 -0.249
H 0.310 -0.587 -0.040
H -0.421 0.168 0.264
H -0.043 0.113 0.201
H -0.174 -0.196 -0.134
H -0.053 -0.225 0.319
H 0.158 -0.208 0.118
H -0.069 0.121 -0.059
H 0.087 0.047 0.162
H -0.068 0.078 -0.259
H -0.437 -0.127 -0.176

Calculated values
Gap between HOMO and LUMO (alpha / beta) in eV: 7.949 / 7.957
E_LUMO (alpha / beta) in eV: -0.52 / -0.52
Relative energy (zero: lowest compared OMol25 entry of this formula, charge and spin) in kcal per mole: 166.5
DFT total energy in hartree: -473.5375



No. 7
A cluster of 2 separate species, C4H11N3O2 in total in a non-equilibrium geometry. Source: the Open Molecules 2025 dataset; level of theory: wB97M-V/def2-TZVPD.

Last column: Löwdin charge in e.
Positions of all 20 atoms, in Å:
C (-2.64153, -0.58621, -2.45141)  -0.001
C (-2.01771, 0.66146, -1.90575)  -0.515
O (-2.46277, 0.76682, -0.56344)  0.015
O (-1.43302, 1.57060, -2.38565)  0.155
H (-3.69938, -0.57966, -2.18004)  0.097
H (-2.36987, -1.50714, -1.91109)  0.087
H (-2.53150, -0.89895, -3.48302)  0.086
C (2.87285, 1.12672, 1.20940)  -0.056
C (1.44058, -0.75145, 1.54991)  -0.408
N (1.58273, 0.57648, 1.49295)  0.158
N (0.15813, -1.19880, 1.53892)  0.224
N (2.38766, -1.72543, 1.51568)  0.219
H (-1.86145, 0.52809, 0.14408)  0.066
H (3.28628, 1.64679, 2.07115)  0.119
H (2.60172, 1.85372, 0.43082)  0.126
H (-0.48758, -0.46745, 1.78601)  0.122
H (0.05579, -2.04967, 2.08358)  0.141
H (1.99626, -2.59710, 1.16444)  0.138
H (3.16566, -1.76201, 2.13796)  0.134
H (3.69537, 0.44768, 0.98841)  0.090

Force components x, y, z for each atom (eV/Å):
C -0.404 -1.451 0.000
C -0.737 -0.099 1.219
O -0.347 -0.056 0.047
O 0.406 -0.428 -0.596
H -0.081 0.488 -0.307
H 0.567 0.552 0.320
H 0.197 0.865 -0.336
C -0.311 -0.189 0.011
C -0.676 -1.803 -0.086
N 0.941 0.436 0.348
N 1.319 0.385 1.005
N -1.476 0.417 -0.745
H 0.358 0.149 -0.417
H -0.520 0.731 0.340
H 0.771 0.156 0.084
H -0.470 0.140 -0.287
H -0.494 -0.088 -0.425
H 0.595 -0.086 0.470
H 0.727 0.233 0.009
H -0.366 -0.353 -0.652

Calculated values
Gap between HOMO and LUMO (alpha / beta) in eV: 9.483 / 5.128
Charge: +1
Spin multiplicity: 2
E_LUMO (alpha / beta) in eV: -3.77 / -8.12
Relative energy (zero: lowest compared OMol25 entry of this formula, charge and spin) in kcal per mole: 57.6
DFT total energy in hartree: -473.4267